(1)
A 4-piece molecular cluster, C36H66NO14S3 overall. Source: OMol25; level of theory: the ωB97M-V functional and the def2-TZVPD basis.

## Properties
* multiplicity: 1
* charge: +1
* electronic energy: -3712.8862 a.u.

```
120
Properties=species:S:1:pos:R:3:forces:R:3
C 1.0028 5.3172 -0.3991 -1.78 -1.22 -3.07
C 0.4458 4.7746 -1.6695 1.38 0.78 2.76
C 0.5790 3.2158 -2.1941 0.04 -2.65 -0.25
N 1.5385 2.9044 -3.3530 -2.13 -3.59 1.81
C 1.7608 1.4758 -3.8912 -2.41 -0.22 2.51
C 0.9383 0.1569 -3.2750 -0.80 2.88 0.92
C 1.1570 -1.3890 -3.8141 0.51 0.80 1.70
C 1.8935 -2.1949 -2.5470 0.66 -0.45 0.18
C 3.5353 -2.0724 -2.5791 0.16 0.20 0.85
C 4.2987 -3.3492 -1.8503 -0.89 -1.04 -0.62
O 5.5691 -2.9344 -1.1678 0.02 -3.22 0.87
C 6.2870 -4.1557 -0.7294 2.86 -3.00 -6.14
O 6.8899 -4.9004 -1.6773 -4.02 4.77 6.30
C -0.1616 0.3930 -2.0548 2.49 3.59 -2.36
C -1.0777 -0.8354 -1.3923 1.01 -2.45 4.50
O -0.7066 -1.3175 -0.1840 -2.64 3.40 -8.06
O -2.2211 -1.3363 -2.1775 2.63 2.59 3.12
C -3.3885 -1.6296 -1.2812 -1.32 -1.31 1.43
C -4.8087 -1.1785 -1.9647 0.14 0.50 -0.21
C -6.1486 -1.5481 -1.0898 -0.84 -0.90 0.75
C -5.9722 -2.9911 -0.2625 1.05 0.07 -1.36
C -7.4857 -1.7851 -2.0586 0.89 0.47 -0.74
C -8.2954 -0.4041 -2.4102 -0.11 -0.20 0.06
C -9.0377 0.3136 -1.1376 -1.40 -0.81 1.90
C -9.8866 -0.3472 -0.1100 1.11 0.97 -1.67
C -11.4110 0.2599 0.2011 0.85 0.18 1.00
C -9.4289 -1.6591 0.7849 -0.53 0.32 -0.34
C -0.2897 1.9740 -1.5265 0.89 -1.27 -1.68
C -1.3544 2.2256 -0.2614 1.43 1.25 -0.45
C -0.3936 2.1560 1.1054 0.19 -1.57 -1.05
O -1.1042 1.6265 2.2844 2.55 0.96 -0.52
C -0.0094 1.4180 3.2888 0.45 0.95 0.77
C -0.5575 1.2047 4.8195 0.77 -0.51 -0.60
H 0.7439 6.4468 -0.1271 0.68 -2.71 -0.81
H 1.6307 4.7160 0.3887 -1.29 1.13 -1.88
H -0.1571 5.5204 -2.3537 1.31 -1.85 1.38
H 2.0831 3.7016 -3.7936 -0.96 -1.39 0.85
H 2.5450 1.3508 -4.7814 -2.00 0.42 2.26
H 1.8487 -1.4314 -4.7597 -1.65 0.08 1.76
H 0.1003 -1.8722 -3.9531 2.05 1.10 -0.07
H 1.6153 -3.3386 -2.6364 0.37 2.37 0.24
H 1.5568 -1.7536 -1.4905 0.42 -1.19 -2.45
H 3.8116 -1.1095 -1.9392 -0.33 -1.92 -1.66
H 3.8958 -2.0038 -3.6905 -0.50 0.02 2.21
H 4.5434 -4.1747 -2.6705 -0.40 1.84 1.75
H 3.6314 -3.8788 -1.0265 1.08 1.31 -1.71
H 6.3932 -4.5145 0.3877 -0.54 1.38 -2.07
H -3.3135 -1.0742 -0.2443 0.23 -1.05 -2.16
H -3.3053 -2.7951 -1.0574 -0.44 2.61 -0.52
H -4.9305 -1.6669 -3.0213 0.42 1.00 1.91
H -4.7766 0.0107 -2.0550 -0.01 -2.61 -0.11
H -6.3633 -0.6484 -0.3494 0.36 -1.96 -1.42
H -5.4189 -3.7072 -1.0402 -1.23 1.31 1.70
H -6.9944 -3.5071 -0.0202 2.04 1.28 -0.17
H -5.2446 -2.8861 0.6512 -1.66 -0.26 -1.58
H -7.0461 -2.2633 -3.0604 -1.17 1.00 2.01
H -8.2447 -2.5584 -1.6100 1.65 1.59 -0.68
H -7.6368 0.3844 -3.0179 -1.24 -1.73 1.58
H -9.1624 -0.7124 -3.1709 1.76 0.74 1.72
H -8.9254 1.4979 -1.0487 -1.19 -2.57 -0.94
H -11.2928 1.3497 0.6532 -0.47 -2.16 -1.03
H -12.0920 0.2835 -0.7577 1.69 0.00 1.83
H -11.9764 -0.4132 1.0088 1.43 1.47 -1.73
H -9.5735 -2.6775 0.2070 0.35 1.94 1.28
H -10.1243 -1.6648 1.7458 1.46 -0.07 -2.10
H -8.3050 -1.5320 1.1624 -2.51 -0.33 -1.08
H -2.2256 1.4435 -0.2472 1.90 1.43 -0.11
H -1.7727 3.3282 -0.4260 0.73 -2.50 0.50
H 0.4427 1.3464 0.8397 -1.54 1.76 0.51
H 0.1501 3.1788 1.2759 -1.26 -1.76 -0.13
H 0.6993 0.5434 2.9190 -1.56 1.69 0.76
H 0.6064 2.4408 3.2988 -0.99 -2.28 -0.03
H -0.7273 2.2485 5.3383 0.08 -2.27 -1.11
H 0.3007 0.6309 5.4174 -1.98 1.35 -1.29
H -1.5069 0.5210 4.7947 1.72 1.49 0.18
O 4.0974 4.7419 1.9859 0.14 0.76 -0.02
S 4.8038 5.8154 2.6475 0.78 0.56 0.28
O 4.3024 7.1743 2.6478 0.13 -1.33 -0.33
O 6.3544 5.8245 2.1339 -1.09 -0.29 1.08
C 6.6070 5.9421 0.7406 0.13 0.37 -1.15
C 6.3427 7.3518 0.2416 -0.25 0.23 0.00
C 5.1157 5.3470 4.3287 0.19 -0.11 -0.01
H 6.0204 5.2075 0.1801 -0.04 -0.01 0.17
H 7.6630 5.7014 0.5831 -0.17 -0.11 0.37
H 5.2834 7.6094 0.3255 0.13 -0.04 -0.02
H 6.6279 7.4523 -0.8093 0.08 -0.08 0.12
H 6.9011 8.0824 0.8353 -0.02 -0.14 -0.13
H 5.5249 4.3347 4.3485 -0.05 0.19 -0.07
H 4.1639 5.3771 4.8639 0.06 0.05 -0.21
H 5.8124 6.0603 4.7728 -0.11 -0.07 -0.14
O 2.0897 -4.3029 -8.9525 0.13 0.00 1.21
S 1.9813 -4.7785 -7.5919 0.34 -0.68 -0.11
O 1.9848 -3.8714 -6.4625 0.08 -0.25 -0.85
O 3.1075 -5.9354 -7.3439 -1.57 0.48 -0.07
C 4.4720 -5.6148 -7.5766 1.17 0.46 -0.04
C 5.0292 -4.7170 -6.4860 -0.06 0.30 0.16
C 0.5479 -5.8132 -7.4579 0.07 -0.20 0.02
H 4.5974 -5.1614 -8.5648 -0.17 -0.03 0.06
H 5.0284 -6.5573 -7.5799 -0.42 -0.01 -0.03
H 4.5396 -3.7393 -6.4893 0.08 -0.11 -0.05
H 6.1012 -4.5532 -6.6269 -0.11 -0.13 -0.01
H 4.8616 -5.1593 -5.4989 0.10 -0.02 -0.15
H 0.5428 -6.5269 -8.2844 0.08 0.15 0.14
H -0.3329 -5.1694 -7.5133 0.23 0.04 -0.03
H 0.5698 -6.3278 -6.4955 0.06 0.09 -0.14
O 2.6863 2.2602 8.7045 -0.47 -0.93 -0.36
S 2.5454 0.8783 8.3049 0.04 -0.46 0.55
O 1.4629 0.4365 7.4498 0.73 0.63 0.68
O 2.5846 -0.0650 9.6378 0.69 0.49 -1.45
C 1.6392 0.1795 10.6700 -1.04 0.17 0.76
C 0.2485 -0.2858 10.2761 -0.22 0.04 -0.26
C 4.0699 0.3307 7.5844 0.13 -0.13 0.16
H 1.6384 1.2381 10.9478 0.10 -0.05 -0.15
H 1.9676 -0.3853 11.5481 0.28 0.05 -0.32
H -0.1416 0.2976 9.4376 0.04 -0.05 0.14
H -0.4493 -0.1769 11.1110 0.16 -0.04 -0.01
H 0.2672 -1.3336 9.9599 0.02 0.12 0.13
H 4.8985 0.6269 8.2311 -0.19 -0.05 -0.06
H 4.1669 0.8102 6.6077 -0.16 0.01 0.17
H 4.0360 -0.7535 7.4624 -0.05 0.17 0.06
```
Forces are in eV/Å.

Here are the Löwdin charges for atoms 1 to 8, given in e: 0.0380, -0.1128, -0.0361, 0.0448, 0.0823, -0.0267, -0.1346, -0.1877

=====

(2)
A 2-piece molecular cluster, C4H15N3O overall. Source: OMol25; level of theory: the ωB97M-V functional and the def2-TZVPD basis.

## Properties
* multiplicity: 1
* energy above the lowest of the compared OMol25 structures with the same formula, charge and spin: 136.6 kJ/mol
* charge: 0
* electronic energy: -400.8661 a.u.
* SMILES: NCCNCCN.O

```
23
Properties=species:S:1:pos:R:3:forces:R:3
N -2.4692 0.4271 -0.4649 0.03 -0.30 0.21
C -1.5295 0.0495 -1.5170 0.60 -0.29 -0.08
C -0.1666 -0.2864 -0.9116 0.12 0.96 1.35
N -0.3151 -1.4425 -0.0625 0.38 -0.56 -0.66
C 0.8426 -1.8843 0.7180 -1.08 0.32 -0.12
C 1.3551 -0.7949 1.6710 0.75 -0.08 0.10
N 2.3921 0.0222 1.0577 0.09 -0.25 -0.45
H -2.2774 1.2874 0.0247 0.07 0.23 -0.17
H -3.4119 0.4439 -0.8204 -0.08 0.12 0.07
H -1.3899 0.7970 -2.3043 -0.23 -0.03 -0.18
H -1.9404 -0.8813 -1.8948 0.07 0.01 -0.62
H 0.7606 -0.2518 -1.4862 -0.50 -0.95 -0.98
H 0.0952 0.6019 -0.3196 -0.16 0.25 0.66
H -1.1076 -1.2504 0.5303 -0.14 -0.17 0.23
H 0.4917 -2.7863 1.2239 0.11 0.13 0.40
H 1.6258 -2.2281 0.0442 0.19 0.29 -0.03
H 0.5492 -0.1400 2.0024 -0.42 -0.20 -0.02
H 1.7392 -1.2579 2.5842 0.16 0.04 -0.08
H 3.2829 0.0941 1.5052 0.04 0.06 0.27
H 2.1074 0.8701 0.6017 -0.03 0.08 0.14
H -0.5381 2.1646 -0.7806 -0.16 -0.30 -0.31
H 0.0639 2.9562 0.3408 0.04 0.18 -0.05
O -0.1526 3.0171 -0.5968 0.15 0.49 0.33
```
Forces are in eV/Å.

Here are the Löwdin charges for atoms 1 to 8, given in e: -0.0017, -0.2694, -0.2607, -0.0821, -0.2182, -0.2671, -0.0042, 0.0595